# 1
This record from the OMol25 dataset describes the molecule C16H12N4O5S. The level of theory is ωB97M-V/def2-TZVPD.

```
38
Properties=species:S:1:pos:R:3:mulliken_charge:R:1
N -3.21447 -1.39735 -2.47665 -0.561
C -2.85186 -1.39046 -1.38819 -0.173
C -2.36668 -1.43925 -0.06554 -0.014
C -2.16257 -0.35788 0.70292 0.449
C -2.43724 1.00953 0.27667 0.598
C -3.62283 1.32134 -0.38922 -0.592
C -3.90281 2.61713 -0.78163 -0.705
C -3.00944 3.64407 -0.51134 -0.472
C -1.83251 3.36509 0.15459 -0.601
C -1.54642 2.06146 0.54221 0.064
N -0.29143 1.82316 1.20388 0.912
O 0.13589 0.68282 1.22153 -0.462
O 0.26152 2.76999 1.71256 -0.607
C -2.09558 -2.82645 0.46901 0.035
O -2.98297 -3.59680 0.74672 -0.624
N -0.78312 -3.11713 0.66954 -0.066
C 0.32933 -2.31743 0.36330 0.150
C 1.35714 -2.19722 1.29575 -0.662
C 2.42073 -1.35172 1.04274 -0.633
C 2.45190 -0.64294 -0.13983 0.402
S 3.75656 0.52431 -0.45475 1.310
N 4.68321 -0.33770 -1.57142 -0.546
O 4.54256 0.71183 0.72793 -0.681
O 3.21206 1.66029 -1.13856 -0.654
C 1.47038 -0.79433 -1.09712 -0.763
C 0.40980 -1.64570 -0.85513 -0.386
H -1.75485 -0.49958 1.69474 0.654
H -4.33613 0.53505 -0.58140 0.561
H -4.82561 2.82665 -1.30006 0.403
H -3.22879 4.65377 -0.82006 0.403
H -1.11103 4.13736 0.37460 0.488
H -0.61184 -3.96451 1.19821 0.282
H 1.29994 -2.73982 2.22755 0.415
H 3.21060 -1.20247 1.76086 0.491
H 5.57787 -0.59489 -1.18720 0.264
H 4.79015 0.16719 -2.43628 0.266
H 1.53823 -0.22898 -2.01219 0.448
H -0.35315 -1.78435 -1.60550 0.606
```

- HOMO-LUMO gap: 8.34 eV
- Spin multiplicity: 1
- SMILES string: N#C/C(=C\c1ccccc1[N+](=O)[O-])C(=O)Nc1ccc(S(N)(=O)=O)cc1
- HOMO: -9.3 eV


# 2
This record from the OMol25 dataset describes C16H13AsCoN2O10S as an isolated structure. The level of theory is ωB97M-V/def2-TZVPD.

```
44
Properties=species:S:1:pos:R:3:mulliken_charge:R:1
Co 0.00957 0.58692 0.60245 0.261
O 1.47000 3.34673 -2.25921 -0.616
As 1.87292 1.60338 -2.09730 0.985
O 3.38769 1.35525 -2.67204 -0.896
O 1.59046 1.32618 -0.48813 -0.439
C 0.64291 0.92795 -3.47118 -0.455
C 1.34447 0.43332 -4.56790 -0.374
C 0.68682 -0.03825 -5.69368 -0.544
C -0.69720 -0.02790 -5.73501 -0.444
C -1.40908 0.44974 -4.64637 -0.558
C -0.75207 0.92889 -3.51909 0.226
S -1.82342 1.52544 -2.20903 1.405
O -1.80576 2.97713 -2.29073 -0.843
O -3.11841 0.92770 -2.46919 -0.839
O -1.21031 1.02751 -0.97590 -0.538
H 1.42438 3.66851 -1.35108 0.292
H 2.42553 0.42695 -4.49892 0.514
H 1.25958 -0.41972 -6.53167 0.365
H -1.22695 -0.40016 -6.60499 0.345
H -2.48985 0.44312 -4.63885 0.470
O 1.31737 1.21980 4.30338 -0.791
C 0.86546 1.20327 3.16062 0.182
O 0.74924 0.21141 2.37301 -0.623
C 0.36499 2.51722 2.56346 0.667
C 0.46642 3.72948 3.22626 -0.577
C 0.01731 4.86980 2.58349 -0.146
C -0.51183 4.75979 1.30533 -0.875
C -0.58300 3.51176 0.70619 -0.064
N -0.15554 2.41983 1.33970 0.452
H 0.90157 3.73465 4.21532 0.481
H 0.08359 5.83736 3.06808 0.384
H -0.86384 5.62637 0.76237 0.440
H -0.97649 3.37325 -0.29380 0.424
O 1.28275 -1.47143 -1.79721 -0.584
C 0.58805 -1.96223 -0.92986 0.123
C 0.27346 -3.46332 -0.87718 -0.471
C -0.75898 -3.58149 0.22917 -0.478
C -0.85172 -2.15930 0.78535 0.374
O -1.60253 -1.84296 1.69415 -0.680
N -0.02307 -1.31909 0.11024 0.420
H 1.20447 -3.98890 -0.65792 0.240
H -0.06976 -3.78934 -1.85889 0.298
H -0.48580 -4.26206 1.03642 0.269
H -1.74916 -3.86871 -0.12759 0.218
```

- HOMO-LUMO gap (alpha / beta): 7.76 / 7.85 eV
- Spin multiplicity: 2
- <S²>: 0.956
- HOMO (alpha / beta): -3.0 / -3.1 eV
- Charge: -2
- Energy above the lowest of the compared OMol25 structures with the same formula, charge and spin: 4.83 kcal per mole


# 3
This record from the OMol25 dataset describes C16H13BN7O5Pd as an isolated structure. The level of theory is ωB97M-V/def2-TZVPD.

```
43
Properties=species:S:1:pos:R:3:mulliken_charge:R:1
Pd -0.51615 -0.45816 0.09952 -0.619
O -2.35149 4.25461 3.48859 -0.491
C -2.05271 3.20526 2.72921 1.022
C -2.47392 3.07396 1.39778 -0.427
C -2.09965 1.94330 0.71805 0.254
N -1.33313 1.02178 1.27506 0.524
C -1.04164 1.06482 2.56727 0.500
C -1.35686 2.15036 3.33973 -0.686
C -0.58720 -0.28389 3.01880 0.049
O -0.25395 -0.53686 4.14480 -0.571
O -0.61609 -1.15931 2.02881 -0.424
C -2.61527 1.44630 -0.59089 -0.098
O -3.28874 2.10908 -1.33570 -0.573
O -2.24699 0.19823 -0.81194 -0.461
H -2.88975 4.90248 3.01511 0.322
H -3.10533 3.80418 0.90709 0.479
H -1.10701 2.16690 4.39185 0.578
C 0.33001 1.41484 -3.58923 -1.273
C -0.29642 1.48180 -2.36003 -0.046
N 0.21035 0.53651 -1.54563 0.558
N 1.12976 -0.15851 -2.26320 -0.055
C 1.21757 0.35692 -3.48677 0.023
B 1.87796 -1.36082 -1.65896 -0.070
N 2.32995 -0.94307 -0.25438 -0.259
C 3.54127 -0.98481 0.30670 -0.018
C 3.43787 -0.56565 1.61751 -1.275
C 2.09307 -0.28290 1.80597 -0.155
N 1.43688 -0.50630 0.65973 0.930
N 0.84441 -2.48295 -1.49429 0.433
C 0.77196 -3.73331 -1.96289 -0.067
C -0.43881 -4.28097 -1.57297 -1.064
C -1.07477 -3.28000 -0.84895 -0.514
N -0.28178 -2.20846 -0.81948 0.198
H 0.15469 2.04939 -4.43967 0.422
H -1.03457 2.19108 -2.04120 0.555
H 1.92230 -0.03994 -4.19911 0.483
H 2.79708 -1.68784 -2.34414 -0.024
H 4.39992 -1.29346 -0.26629 0.476
H 4.22133 -0.48712 2.35002 0.416
H 1.61167 0.06204 2.69917 0.540
H 1.58120 -4.15286 -2.53705 0.469
H -0.81502 -5.26593 -1.78395 0.421
H -2.03201 -3.28072 -0.35406 0.519
```

- HOMO-LUMO gap: 7.41 eV
- Spin multiplicity: 1
- HOMO: -13.0 eV
- Charge: +1


# 4
This record from the OMol25 dataset describes the molecule C16H13BrN4O3S2. The level of theory is ωB97M-V/def2-TZVPD.

```
39
Properties=species:S:1:pos:R:3:mulliken_charge:R:1
C -4.40564 -0.89342 2.64752 -1.547
C -4.37614 -1.24570 1.18787 0.897
C -4.83502 -2.47809 0.74832 -0.560
C -4.81849 -2.81813 -0.59334 -0.670
C -4.33779 -1.91220 -1.52173 -0.880
C -3.87223 -0.67581 -1.11172 -0.713
C -3.88949 -0.33977 0.23625 1.067
N -3.40674 0.90371 0.64327 -0.258
S -2.82087 2.12211 -0.30311 1.084
O -3.65222 2.37288 -1.43098 -0.583
O -2.52003 3.18152 0.60887 -0.655
C -1.25673 1.45450 -0.83382 0.398
N -1.05967 0.69754 -1.85416 -0.019
N 0.19679 0.31094 -1.99458 -0.776
C 0.97042 0.77587 -1.06142 0.247
N 2.30635 0.51202 -1.00258 -0.082
C 3.08988 1.02275 0.00688 0.789
O 2.60084 1.71801 0.87274 -0.688
C 4.52961 0.68296 -0.05158 0.425
C 5.03148 -0.43146 -0.72241 -0.381
C 6.38863 -0.69105 -0.71980 -0.717
C 7.24722 0.16670 -0.04834 0.114
Br 9.11160 -0.18994 -0.05855 -0.168
C 6.76600 1.27292 0.63542 -0.502
C 5.40850 1.52105 0.63560 -0.435
S 0.16236 1.77990 0.11997 -0.025
H -4.83441 -1.71055 3.22189 0.379
H -5.01024 -0.00260 2.81930 0.367
H -3.39986 -0.70452 3.02527 0.348
H -5.21399 -3.18329 1.47425 0.323
H -5.18196 -3.78422 -0.90895 0.381
H -4.32137 -2.16328 -2.57091 0.391
H -3.50271 0.03755 -1.82846 0.330
H -3.39107 1.10541 1.62776 0.279
H 2.69203 -0.02833 -1.76383 0.241
H 4.37444 -1.12563 -1.22489 0.328
H 6.78072 -1.55556 -1.23279 0.425
H 7.44541 1.92536 1.16123 0.426
H 5.00440 2.36981 1.16558 0.422
```

- HOMO-LUMO gap: 8.05 eV
- Spin multiplicity: 1
- SMILES string: Cc1ccccc1NS(=O)(=O)c1nnc(NC(=O)c2ccc(Br)cc2)s1
- HOMO: -8.5 eV
- Energy above the lowest of the compared OMol25 structures with the same formula, charge and spin: 0.00 kcal per mole


# 5
This record from the OMol25 dataset describes the molecule C16H13N3O3S2. The level of theory is ωB97M-V/def2-TZVPD.

```
37
Properties=species:S:1:pos:R:3:mulliken_charge:R:1
C -6.80154 -0.78818 -0.28282 -0.868
O -5.54610 -1.18953 0.21132 -0.462
C -4.42575 -0.66407 -0.34821 0.840
C -4.40650 0.25665 -1.39165 -0.601
C -3.20148 0.72439 -1.88013 -0.984
C -1.98991 0.29037 -1.34881 0.742
C -0.71789 0.78309 -1.85734 -0.326
C -0.52653 1.41867 -3.05041 -0.591
S 1.12272 1.86326 -3.27375 -0.240
C 1.45473 1.14229 -1.70212 0.382
N 2.72649 1.18124 -1.22192 -0.116
C 3.21429 0.73648 -0.01144 0.061
S 4.80332 0.98041 0.29192 -0.351
N 2.31453 0.10390 0.79222 -0.002
C 2.55365 -0.31813 2.09531 0.096
O 3.54783 -0.05995 2.72480 -0.582
C 1.46174 -1.13051 2.63928 0.246
C 1.34314 -1.67251 3.89605 -0.346
C 0.13707 -2.40157 3.89752 -0.753
C -0.38918 -2.25561 2.64806 -0.141
O 0.39814 -1.49176 1.88146 -0.225
N 0.42586 0.63048 -1.11681 -0.482
C -2.01692 -0.63110 -0.30015 -0.149
C -3.21284 -1.10006 0.19060 -0.186
H -6.95772 0.28780 -0.15611 0.349
H -6.92111 -1.05235 -1.33833 0.345
H -7.53749 -1.33010 0.30883 0.247
H -5.32315 0.62058 -1.82823 0.380
H -3.21206 1.45038 -2.67839 0.254
H -1.23967 1.63992 -3.81612 0.413
H 3.42776 1.62612 -1.80175 0.325
H 1.37820 -0.01537 0.39057 0.649
H 2.04139 -1.55217 4.69791 0.534
H -0.28072 -2.95825 4.71054 0.464
H -1.28447 -2.64061 2.20134 0.441
H -1.08379 -0.97338 0.11553 0.382
H -3.24932 -1.81161 1.00045 0.258
```

- HOMO-LUMO gap: 7.98 eV
- Spin multiplicity: 1
- SMILES string: COc1ccc(-c2csc(NC(=S)NC(=O)c3ccco3)n2)cc1
- HOMO: -8.0 eV
- Energy above the lowest of the compared OMol25 structures with the same formula, charge and spin: 0.00 kcal per mole


# 6
This record from the OMol25 dataset describes C16H14BCl5EuN6 as an isolated structure. The level of theory is ωB97M-V/def2-TZVPD.

```
43
Properties=species:S:1:pos:R:3:mulliken_charge:R:1
H -1.80866 -1.79960 2.16276 0.482
N -1.83865 -0.54012 0.46028 -0.032
B -2.67561 0.97748 -1.44130 0.011
N -2.90073 0.01590 -0.25515 0.009
C -4.06648 -0.45467 0.20613 -0.098
Eu 0.71809 -0.25008 -0.18293 1.107
H -4.98319 -0.15377 -0.27725 0.430
C -3.81179 -1.28536 1.28626 -1.187
H -4.53796 -1.80318 1.88494 0.378
C -2.40906 -1.29186 1.42109 -0.172
H -3.70929 1.38990 -1.85104 -0.116
C 3.47411 -0.60182 -0.69319 -0.828
H 4.30870 -0.87535 -0.04120 0.297
H 3.28648 0.47221 -0.57013 0.276
H 3.72105 -0.80920 -1.74256 0.329
N -1.90529 0.15664 -2.49281 -0.051
N -1.74340 2.13858 -1.02417 0.014
N -0.66556 -0.41923 -2.19933 -0.143
N -0.52007 1.93453 -0.37832 -0.103
C -2.26543 -0.14515 -3.74058 -0.131
C -1.93905 3.44793 -1.22539 -0.116
H -3.20550 0.23040 -4.11374 0.433
H -2.82027 3.76600 -1.76208 0.432
C -1.26837 -0.93419 -4.31739 -1.141
C -0.88771 4.14844 -0.65546 -1.123
C -0.28837 -1.08693 -3.30507 -0.029
C -0.04002 3.16811 -0.10253 0.004
H -1.25830 -1.32906 -5.30228 0.390
H -0.75959 5.21437 -0.64167 0.378
H 0.64268 -1.63917 -3.32710 0.420
H 0.85576 3.29808 0.48946 0.306
H 2.65073 -1.29821 -0.39081 0.127
Cl 2.68705 1.81226 1.92724 -0.233
C 2.68883 0.19426 2.58547 0.367
C 1.71606 -0.68195 2.16758 -0.757
C 1.73701 -2.00219 2.54917 0.603
Cl 0.62875 -3.09554 1.75995 -0.184
C 2.73544 -2.48120 3.44494 -0.040
Cl 2.76741 -4.12785 3.90856 -0.191
C 3.76784 -1.59949 3.85294 0.261
Cl 5.07816 -2.18168 4.78533 -0.185
C 3.75455 -0.25137 3.41383 -0.009
Cl 5.08966 0.77313 3.72756 -0.186
```

- HOMO-LUMO gap (alpha / beta): 7.55 / 8.49 eV
- Spin multiplicity: 8
- <S²>: 15.760
- HOMO (alpha / beta): -7.5 / -8.4 eV
- Energy above the lowest of the compared OMol25 structures with the same formula, charge and spin: 0.00 kcal per mole


Largest force on an atom (eV Å⁻¹)
1.4; 0.3; 2.8; 1.7; 1.4; 2.3